Density functional theory data (wB97M-V/def2-TZVPD) for a single C19H29N3O4S molecule.

Geometry (Å):
O 0.513 0.360 2.943
C 0.864 0.747 1.845
N 0.428 1.899 1.289
C -0.579 2.725 1.907
C -1.933 2.584 1.176
N -3.034 3.340 1.717
C -3.442 2.961 3.058
C -4.787 3.630 3.352
O -4.693 5.032 3.249
C -4.257 5.407 1.964
C -2.899 4.782 1.634
C 1.854 -0.007 1.013
C 2.852 -0.728 1.665
C 3.801 -1.433 0.945
C 3.749 -1.445 -0.441
C 2.733 -0.763 -1.081
S 2.603 -0.808 -2.876
O 3.935 -0.847 -3.404
O 1.729 0.262 -3.266
N 1.866 -2.228 -3.283
C 0.436 -2.316 -3.137
C -0.024 -2.756 -1.742
C -0.080 -4.273 -1.533
C 1.074 -5.064 -2.161
C 2.434 -4.367 -2.099
C 2.658 -3.429 -3.290
C 1.792 -0.041 -0.376
H 0.744 2.157 0.367
H -0.673 2.381 2.939
H -0.248 3.767 1.896
H -1.806 2.890 0.132
H -2.219 1.528 1.188
H -3.550 1.876 3.106
H -2.715 3.283 3.821
H -5.110 3.420 4.373
H -5.538 3.254 2.642
H -4.193 6.496 1.967
H -4.991 5.083 1.211
H -2.605 5.057 0.619
H -2.151 5.173 2.344
H 2.870 -0.716 2.744
H 4.581 -1.971 1.461
H 4.487 -1.964 -1.031
H 0.067 -1.311 -3.349
H 0.047 -2.995 -3.901
H 0.644 -2.307 -1.005
H -1.022 -2.352 -1.558
H -0.100 -4.459 -0.457
H -1.015 -4.659 -1.944
H 1.137 -6.026 -1.648
H 0.845 -5.276 -3.207
H 2.540 -3.821 -1.160
H 3.221 -5.124 -2.133
H 2.445 -3.977 -4.217
H 3.696 -3.094 -3.330
H 1.020 0.463 -0.938

Properties
HOMO-LUMO gap   0.3287 Ha
SMILES string   O=C(NCCN1CCOCC1)c1cccc(S(=O)(=O)N2CCCCCC2)c1
2S+1   1
HOMO energy   -8.6 eV

Density functional theory data (wB97M-V/def2-TZVPD) for 2 unconnected molecules or ions with the total composition C2H3ClFI.

Geometry (Å):
C -0.122 1.156 -0.206
C 0.760 0.438 0.381
F 0.529 -0.367 1.437
I 2.758 0.128 -0.252
H -1.209 1.196 0.121
H 0.208 1.822 -1.086
Cl -1.912 -1.769 -0.373
H -1.014 -2.603 -0.022

Properties
HOMO-LUMO gap   0.3645 Ha
SMILES string   C=C(F)I.Cl
2S+1   1
HOMO energy   -9.6 eV

Density functional theory data (wB97M-V/def2-TZVPD) for a single CBrClFNO2 molecule.

Geometry (Å):
C -0.494 0.468 0.117
N 0.646 -0.826 -0.401
O 0.951 -0.758 -1.568
O 0.967 -1.455 0.544
F -1.152 0.739 -0.918
Cl -1.522 -0.161 1.449
Br 0.603 1.994 0.776

Properties
HOMO-LUMO gap (alpha / beta)   0.2493 / 0.2616 Ha
2S+1   3
HOMO energy (alpha / beta)   -7.2 / -11.2 eV

Density functional theory data (wB97M-V/def2-TZVPD) for a single C4H3N3 molecule.

Geometry (Å):
C -0.536 -1.723 -2.784
C -1.158 -0.916 0.143
C -0.042 -0.820 -1.918
C 0.649 0.514 -0.147
N -1.042 -2.574 -3.385
N -0.410 -0.073 0.609
N 0.728 0.036 -1.500
H -1.974 -1.475 0.529
H 0.513 1.603 -0.177
H 1.605 0.308 0.351

Properties
HOMO-LUMO gap   0.3094 Ha
2S+1   1
HOMO energy   -8.5 eV

Strongest force on any atom in eV Å⁻¹, matching the order above: 1.11, 4.23, 5.04, 4.79